[1]
{"formula": "C5H5NO2", "method": "ωB97M-V/def2-TZVPD", "spin_multiplicity": 3, "de_lowest_kcal_mol": 66.9, "charge": 0, "symbols": ["C", "C", "C", "C", "C", "N", "O", "O", "H", "H", "H", "H", "H"], "coordinates": [[0.887969, 0.254755, -0.110780], [0.116136, 1.393782, -0.215749], [-3.534574, -0.786565, -0.307395], [1.448532, 1.524081, 0.208966], [1.171965, -1.186944, -0.222734], [-2.508656, -0.526815, 0.237134], [-4.621042, -1.104633, -0.626189], [2.564774, 2.059765, 0.609525], [0.661369, -1.582989, -1.228220], [2.288685, -1.421377, -0.223628], [0.815992, -1.510308, 0.776324], [-1.619216, -0.124381, 0.176558], [2.328066, 3.011625, 0.926183]], "forces_ev_per_a": [[4.23, -2.05, 0.31], [-0.60, 4.37, 0.36], [-0.81, -0.20, 0.49], [-2.75, -2.39, -1.15], [0.15, 0.06, -0.90], [-0.82, -0.61, 0.20], [0.71, 0.23, -0.30], [-1.00, 2.65, 0.86], [0.92, 0.24, 2.53], [-1.44, 0.48, -0.26], [-0.31, -1.32, -0.96], [0.88, 0.64, -0.38], [0.84, -2.09, -0.81]], "lowdin_spin": [0.542, 1.095, 0.001, 0.184, 0.086, 0.008, 0.001, -0.005, 0.023, 0.009, 0.027, 0.016, 0.011]}

=====

[2]
{"formula": "C9H14N5", "method": "ωB97M-V/def2-TZVPD", "spin_multiplicity": 1, "de_lowest_kcal_mol": 83.1, "smiles": "CC(=[NH2+])[C@H](N)/C=N\\N=c1/cccc[nH]1", "charge": 1, "symbols": ["C", "C", "N", "C", "N", "C", "N", "N", "C", "C", "C", "C", "C", "N", "H", "H", "H", "H", "H", "H", "H", "H", "H", "H", "H", "H", "H", "H"], "coordinates": [[-0.724022, -0.604119, -2.230170], [0.111123, -1.560985, -1.458146], [1.432728, -1.407930, -1.582900], [-0.472526, -2.649644, -0.639928], [-1.721999, -2.999772, -1.148519], [-0.458341, -2.086621, 0.876553], [-0.253142, -0.928274, 1.255684], [0.022870, 0.034658, 0.401256], [0.212719, 1.187490, 0.972756], [0.326960, 1.427429, 2.358946], [0.625713, 2.695168, 2.792261], [0.864137, 3.653923, 1.751156], [0.684962, 3.417410, 0.412250], [0.320692, 2.169070, 0.036744], [-0.269054, 0.305696, -2.651451], [-1.690326, -0.460678, -1.649826], [-1.267281, -1.115916, -3.108196], [1.727174, -0.573858, -2.120127], [2.061323, -2.148888, -1.433193], [0.182924, -3.423914, -0.621465], [-2.077230, -3.929075, -1.026792], [-2.504224, -2.436183, -0.756425], [-0.679917, -2.922734, 1.604881], [0.252874, 0.650918, 2.999423], [0.708327, 3.022514, 3.890818], [1.173335, 4.616262, 2.173941], [0.961279, 4.199069, -0.169316], [0.448919, 1.868982, -0.930215]], "forces_ev_per_a": [[-3.24, -1.12, -0.70], [1.95, 1.69, -1.01], [-2.23, 1.07, -1.24], [-0.36, 3.54, 1.30], [-3.29, 0.46, -0.05], [-0.64, -3.44, -0.79], [-0.01, 0.11, 2.13], [-0.22, -0.72, -1.16], [-0.10, -0.24, -0.77], [0.46, 3.32, -0.56], [-0.09, -0.14, -0.34], [-0.27, 0.95, 1.25], [0.32, -1.20, 4.21], [0.80, 1.03, -0.22], [-0.02, -0.41, 0.66], [1.45, 0.66, -0.39], [1.41, 0.13, 0.90], [0.11, -1.14, 0.57], [0.95, -0.75, 0.56], [1.91, -2.59, -0.03], [0.68, -0.68, 0.08], [0.99, -0.22, -0.42], [0.22, 1.19, -0.71], [-0.46, -2.43, 1.76], [-0.05, -0.83, -1.92], [-0.12, -0.06, -1.00], [0.34, 1.67, -2.66], [-0.48, 0.13, 0.54]], "mulliken_charge": [-1.159, 0.600, -0.227, -0.332, -0.579, -0.282, -0.733, 0.210, 0.512, -0.596, -0.323, -0.414, -0.421, 0.020, 0.373, 0.276, 0.332, 0.292, 0.232, 0.548, 0.262, 0.284, 0.341, 0.520, 0.345, 0.306, 0.436, 0.177]}

=====

[3]
{"formula": "C16H30BeBrCaCl2IN7O10P", "method": "ωB97M-V/def2-TZVPD", "spin_multiplicity": 1, "e_tot_ev": -179283.06415, "charge": 0, "symbols": ["C", "C", "O", "O", "C", "C", "C", "C", "N", "C", "N", "C", "N", "N", "N", "C", "C", "C", "I", "H", "H", "H", "H", "H", "H", "H", "H", "H", "H", "H", "H", "H", "H", "H", "H", "H", "H", "H", "H", "H", "C", "Cl", "Cl", "H", "H", "O", "P", "O", "O", "O", "N", "C", "C", "C", "C", "H", "H", "H", "H", "H", "Be", "O", "H", "H", "Ca", "N", "O", "O", "O", "Br"], "coordinates": [[4.985716, 0.666248, 0.283460], [3.770052, 1.124525, -0.365054], [3.056111, 0.542825, -1.105913], [3.408195, 2.557569, -0.065008], [2.236347, 2.952032, -0.862099], [0.933850, 2.413977, -0.279500], [0.005958, 1.968569, -1.396570], [-1.404802, 2.155648, -1.030468], [-1.825120, 2.974608, -0.088032], [-3.138620, 2.837604, -0.029881], [-3.954912, 3.452710, 0.818456], [-5.390826, 3.286266, 0.864703], [-5.889528, 3.415781, 2.223670], [-3.550528, 1.943860, -0.955998], [-2.417733, 1.502384, -1.594786], [-2.489445, 0.480933, -2.628651], [-1.575062, -0.718535, -2.414831], [-1.492579, -1.183171, -0.964725], [-2.810670, -2.828577, -0.649444], [5.853102, 1.051388, -0.240674], [5.018923, 1.029921, 1.296781], [5.001718, -0.408514, 0.250841], [2.239740, 4.028553, -0.877197], [2.391978, 2.615523, -1.870586], [0.479929, 3.186539, 0.313658], [1.140795, 1.545379, 0.318576], [0.220338, 0.928523, -1.578065], [0.194913, 2.507089, -2.320768], [-3.528367, 4.099440, 1.457096], [-5.844307, 4.034598, 0.225702], [-5.678282, 2.319368, 0.465294], [-5.121106, 3.423574, 2.879873], [-6.416865, 2.589236, 2.457764], [-4.448836, 1.570681, -1.202787], [-2.295412, 0.940977, -3.585829], [-3.503990, 0.114010, -2.668671], [-0.602433, -0.563291, -2.853706], [-2.017292, -1.513657, -2.993531], [-1.767325, -0.436925, -0.237084], [-0.488428, -1.473281, -0.711687], [-5.970078, -5.137130, 1.428713], [-4.945576, -5.860775, 0.195412], [-5.041898, -4.583629, 2.824347], [-6.504930, -4.287977, 0.981232], [-6.693671, -5.869548, 1.767354], [1.382487, -0.266298, 2.431521], [0.104851, 0.562104, 2.504586], [0.456364, 1.996746, 2.879395], [-0.756922, -0.146951, 3.540104], [-0.665821, 0.543215, 1.182583], [5.841370, -4.822233, 0.049951], [4.988312, -3.766893, 0.213926], [4.792377, -3.195940, -1.014365], [5.554741, -3.939107, -1.957395], [6.188709, -4.936531, -1.268843], [6.165222, -5.420228, 0.785595], [4.596920, -3.512333, 1.183801], [4.170863, -2.339210, -1.216936], [5.629523, -3.759182, -3.015966], [6.855657, -5.712236, -1.601435], [-6.523553, -1.977228, 2.178793], [-2.757381, -2.174829, 3.611848], [-3.376488, -2.893379, 3.457678], [-2.360859, -1.981232, 2.756739], [-7.026405, -2.898865, -0.210880], [7.438298, 3.168145, -0.949268], [7.372534, 2.964629, -2.178270], [7.078317, 4.261922, -0.469925], [7.831684, 2.250196, -0.184413], [2.890172, 2.600397, 1.809788]], "forces_ev_per_a": [[0.12, 0.35, 0.44], [-0.25, -1.37, -0.95], [0.09, 0.59, 0.19], [-0.02, -0.16, 0.27], [-0.73, 0.41, 0.05], [0.55, 0.37, -0.89], [0.31, 0.10, 0.07], [-0.18, -0.30, 0.17], [0.14, 0.77, 0.26], [-0.47, -0.35, -0.11], [0.11, -0.19, 0.01], [-0.18, 0.20, 0.13], [0.10, -0.09, -0.03], [0.13, -0.04, -0.03], [-0.18, -0.07, -0.04], [0.23, -0.15, -0.12], [-0.32, -0.12, 0.25], [-0.06, 0.20, -0.47], [-0.11, -0.18, 0.28], [0.52, 0.38, -0.20], [0.31, 0.04, 0.33], [-0.05, -0.39, 0.00], [0.31, 0.39, 0.22], [0.48, -0.31, -0.23], [-0.24, -0.02, 0.46], [-0.12, -0.06, 0.25], [-0.10, -0.37, -0.27], [-0.02, 0.18, -0.29], [0.20, 0.16, 0.06], [-0.22, 0.29, -0.13], [0.19, -0.35, -0.21], [0.10, 0.08, 0.12], [-0.23, -0.03, 0.14], [-0.13, 0.00, 0.07], [0.10, 0.18, -0.35], [-0.46, 0.08, 0.23], [0.43, 0.22, 0.08], [-0.03, -0.23, -0.45], [-0.07, 0.07, 0.12], [0.21, -0.46, 0.21], [0.20, -0.37, 0.16], [-0.07, 0.09, -0.11], [-0.13, -0.18, -0.03], [0.61, -1.46, 1.43], [-0.06, 0.00, -0.03], [0.48, -0.14, -0.80], [0.26, 0.33, 0.24], [0.25, 0.29, 0.40], [-0.81, 0.18, 0.16], [-0.08, -0.56, 0.18], [-0.02, -0.01, -0.04], [0.02, -0.01, 0.04], [-0.05, 0.06, -0.06], [-0.04, 0.01, 0.02], [0.01, -0.02, 0.06], [0.02, -0.02, 0.04], [-0.01, 0.02, 0.01], [-0.02, 0.01, -0.02], [0.01, 0.02, -0.02], [0.03, 0.00, -0.02], [0.32, 0.80, 1.56], [-0.35, -0.04, 0.13], [0.16, 0.04, -0.14], [0.20, 0.08, 0.05], [-0.76, 1.07, -2.99], [-0.27, -0.05, 0.06], [-0.04, -0.02, 0.06], [0.01, -0.08, -0.03], [-0.17, -0.04, -0.04], [-0.15, 0.18, 0.09]], "mulliken_charge": [-0.645, 0.805, -0.430, -0.368, -0.796, -0.495, -0.301, -0.324, -0.504, 0.644, -0.216, -0.407, -0.607, -0.390, 0.253, -0.545, -0.797, -0.421, 0.056, 0.139, 0.414, 0.047, 0.416, 0.512, 0.850, -0.040, 0.216, 0.703, 0.296, 0.282, 0.270, 0.264, 0.269, 0.233, 0.191, 0.500, 0.362, 0.601, 0.031, 0.458, 0.468, -0.056, -0.097, -0.805, 0.399, -0.488, 0.572, -0.661, -0.557, -0.094, 0.015, -0.708, -0.033, -0.692, -0.409, 0.177, 0.405, 0.503, 0.375, 0.375, 0.092, -0.478, 0.215, 0.289, 0.245, 0.939, -0.623, -0.621, -0.654, 0.384]}